Record 1
Formula: C31H43Br25N4O
Source: OMol25
Level of theory: ωB97M-V/def2-TZVPD

```
104
Properties=species:S:1:pos:R:3:mulliken_charge:R:1
C -5.01294 -0.88772 -1.03857 -1.234
C -3.96299 -2.00185 -1.09530 -0.414
C -2.57166 -1.49414 -0.75947 0.437
C -1.47860 -2.50693 -1.06468 -0.670
C -0.91861 -2.41542 -2.47626 -0.359
C 0.43354 -1.71560 -2.54385 0.119
C 0.38841 -0.46180 -1.73148 -0.038
N -0.40650 0.46117 -2.19117 -0.132
C -0.57119 1.60695 -1.48341 0.576
C -1.44221 2.60442 -1.96613 -0.309
C -2.14054 2.39906 -3.26670 -0.737
C -1.19619 2.53253 -4.46903 -0.542
C -0.92498 1.30610 -5.31314 0.410
N -1.82193 0.24303 -5.29869 -0.455
O 0.04788 1.27822 -6.01108 -0.590
C -1.60649 3.73976 -1.20986 -0.454
C -0.95668 3.93705 0.02670 0.615
C -1.22489 5.19114 0.80179 -1.133
Br -3.16114 5.52952 0.90473 -0.134
C -0.56768 6.42816 0.22857 -0.401
C 0.95556 6.31116 0.12931 -1.060
C -0.07450 2.97749 0.49665 -0.839
N 0.66048 3.07570 1.69693 -0.002
C 0.25775 2.19894 2.80887 -0.488
C 1.31942 1.21263 3.25380 -0.116
C 0.11677 1.79404 -0.27822 0.126
N 0.98254 0.84844 0.16197 -0.467
C 1.12981 -0.25394 -0.52231 0.684
C 2.08887 -1.26635 0.03135 -1.081
H -5.47023 -0.71475 -2.00334 0.320
H -4.55629 0.05024 -0.74246 0.302
H -5.78908 -1.08905 -0.31231 0.317
H -4.23633 -2.78693 -0.40097 0.393
H -3.93020 -2.38527 -2.10913 0.208
H -2.54780 -1.28222 0.30181 0.034
H -2.41974 -0.55907 -1.28628 -0.379
H -1.90771 -3.48830 -0.93398 0.576
H -0.68470 -2.42459 -0.32880 0.047
H -1.63415 -1.94382 -3.14197 -0.103
H -0.77706 -3.42374 -2.85278 0.470
H 0.60158 -1.38908 -3.56386 0.424
H 1.20567 -2.38950 -2.21791 -0.517
H -3.00343 3.04805 -3.33690 0.617
H -2.52071 1.38572 -3.25209 -0.130
H -1.54506 3.29378 -5.15652 0.465
H -0.22056 2.83283 -4.11754 0.289
H -1.42821 -0.59225 -4.89417 0.135
H -2.71697 0.46122 -4.89445 0.384
H -2.28983 4.48970 -1.56610 0.652
H -0.95734 5.04805 1.83509 0.618
H -0.81000 7.24512 0.89565 0.533
H -1.01714 6.66635 -0.72607 0.346
H 1.42612 6.91818 0.89140 0.322
H 1.30593 5.29885 0.27094 0.260
H 1.30430 6.68034 -0.82449 0.289
H 0.76138 4.02661 2.00190 0.478
H -0.64348 1.65548 2.54782 0.296
H 0.02864 2.82888 3.66162 0.462
H 2.31016 1.56918 3.01097 0.293
H 1.25399 1.03706 4.32318 0.058
H 1.18233 0.26097 2.76413 -0.394
H 2.61891 -1.75920 -0.76813 0.195
H 2.79814 -0.74762 0.65788 0.419
H 1.56246 -1.99124 0.64444 0.117
C 3.21176 -4.90993 -2.88256 -0.454
Br 2.34123 -5.36396 -1.22569 0.035
Br 1.94234 -4.75379 -4.31150 0.067
Br 4.28622 -3.32537 -2.72529 -0.022
H 3.87677 -5.72922 -3.10944 0.415
C 1.09656 -2.68182 4.72947 -0.430
Br 2.71621 -2.10817 3.87209 -0.044
Br 0.98055 -2.04861 6.54188 -0.067
Br -0.46921 -2.18667 3.72929 0.071
H 1.12767 -3.75931 4.77406 0.468
C -0.23230 -8.43515 0.61793 -0.373
Br -0.23825 -6.54829 0.99195 0.014
Br 0.29715 -8.79384 -1.19394 -0.009
Br 0.84954 -9.40067 1.87626 -0.027
H -1.24718 -8.78396 0.72997 0.355
C 2.46506 3.52520 6.55320 0.177
Br 4.12495 2.57584 6.71321 -0.007
Br 2.41763 4.59615 4.95512 0.017
Br 0.96205 2.33642 6.67451 -0.028
H 2.40137 4.20543 7.38984 -0.184
C 1.82521 7.29504 8.93537 -0.321
Br 3.48913 6.34440 9.10485 -0.015
Br 1.77470 8.36037 7.34041 0.007
Br 0.32238 6.10299 9.04252 0.000
H 1.75993 7.97132 9.77359 0.328
C -4.20499 -1.17617 5.12392 -0.391
Br -5.91880 -0.59957 5.77041 -0.047
Br -3.93562 -0.65549 3.29109 0.032
Br -2.77935 -0.56684 6.25458 0.005
H -4.19754 -2.25505 5.15138 0.363
C -1.36210 -6.38341 -6.08630 -0.422
Br -1.22828 -7.18139 -4.34011 0.030
Br -1.65732 -4.49035 -5.96362 0.009
Br 0.17151 -6.78907 -7.16954 -0.010
H -2.22371 -6.81471 -6.57164 0.372
C 7.92285 -3.11057 -5.24061 -0.296
Br 6.25918 -3.29891 -6.17717 -0.001
Br 8.24059 -4.60020 -4.06746 -0.019
Br 9.39116 -2.83506 -6.44726 -0.045
H 7.84609 -2.22932 -4.62272 0.340
```

Summary:
HOMO energy	-7.9	eV
total charge	0
energy above the lowest of the compared OMol25 structures with the same formula, charge and spin	0.0	kcal/mol
molar mass	2485.3	g/mol



Record 2
Formula: C30H40HgN11O4P
Source: OMol25
Level of theory: ωB97M-V/def2-TZVPD

```
87
Properties=species:S:1:pos:R:3:mulliken_charge:R:1
Hg -1.02623 -0.31301 -0.27707 1.160
C 1.28193 1.84395 -5.36482 -0.851
N 1.50359 0.76850 -4.30220 0.307
C 2.67608 0.59877 -3.58265 -0.763
C 2.39239 -0.18986 -2.50038 -0.337
N 1.04600 -0.61329 -2.57343 -0.042
C 0.53971 0.10628 -3.57961 0.300
P -1.21730 0.36204 -3.97447 -0.921
C -2.02334 -1.21364 -3.70338 -0.070
N -2.05991 -1.92112 -2.53902 0.043
C -2.95179 -2.95667 -2.85669 -0.826
C -3.40625 -2.88438 -4.13186 -0.335
N -2.78383 -1.78243 -4.71438 0.252
C -3.06437 -1.20508 -6.04660 -0.869
C -1.64786 1.48098 -2.61083 0.160
N -2.08259 1.08391 -1.39570 -0.065
C -2.65582 2.21874 -0.77770 -0.330
C -2.58681 3.22178 -1.66228 -0.739
N -2.01468 2.79927 -2.84138 0.465
C -1.54640 3.71632 -3.90964 -0.722
H 1.43790 2.86594 -4.99092 0.245
H 0.24987 1.69240 -5.72620 0.306
H 1.98125 1.61727 -6.17496 0.362
H 3.63532 0.99172 -3.89905 0.400
H 3.02458 -0.47279 -1.64756 0.236
H -3.27183 -3.66975 -2.09806 0.378
H -4.08291 -3.52881 -4.66773 0.424
H -3.10915 -2.00944 -6.77138 0.367
H -2.27656 -0.46972 -6.30685 0.238
H -4.04211 -0.62936 -6.06316 0.269
H -3.08963 2.21281 0.20505 0.390
H -2.89059 4.25169 -1.51316 0.317
H -2.35927 4.36963 -4.20544 0.392
H -1.17077 3.10689 -4.73621 0.183
H -0.64661 4.29463 -3.54575 0.187
C -0.29943 4.10835 2.01241 -1.794
C 0.79723 3.37433 1.25400 2.098
C 2.10118 4.07594 1.54159 -1.874
O 0.88359 2.03659 1.86742 -0.168
C 0.57260 3.24901 -0.31132 0.128
O 0.14131 4.29334 -0.91384 -0.828
O 0.84603 2.10002 -0.82345 -0.409
H -0.05128 4.16978 3.09432 0.416
H -1.29343 3.64612 1.99408 0.225
H -0.37750 5.12464 1.60232 0.350
H 2.30620 4.12355 2.64282 0.357
H 2.04914 5.09404 1.09291 0.358
H 2.91924 3.55454 1.04573 0.389
H 1.26221 1.44668 1.18192 -0.038
N -0.35875 -2.79925 1.59432 -0.758
C -0.50254 -1.89048 0.85378 0.134
C 2.36565 -3.40978 -0.17122 -1.184
N 2.81789 -3.03096 1.14737 0.497
C 3.29212 -4.20395 1.90288 -0.639
C 4.18162 -3.82123 3.06791 -0.682
C 3.66268 -2.54361 3.72658 -0.691
N 3.43441 -1.47724 2.76154 0.173
C 3.51366 -0.13889 3.31821 -0.989
C 2.90351 -1.67251 1.49883 0.439
O 2.57697 -0.76884 0.71537 -0.687
H 1.51084 -4.08555 -0.05430 0.413
H 3.16462 -3.94354 -0.74878 0.343
H 2.04927 -2.50321 -0.67949 0.185
H 3.85437 -4.81201 1.18957 0.299
H 2.40464 -4.79960 2.21811 0.323
H 5.25673 -3.66899 2.76962 0.290
H 4.16377 -4.63095 3.79716 0.357
H 4.42192 -2.16479 4.42309 0.394
H 2.76028 -2.79989 4.32171 0.283
H 2.79945 -0.00121 4.14297 0.243
H 3.23914 0.58448 2.56879 0.265
H 4.51654 0.08317 3.72516 0.329
N -4.58591 -0.84236 3.11052 -0.063
C -4.23084 0.02302 2.13840 -0.376
N -3.02729 0.54632 2.30973 -0.300
C -2.53805 -0.04275 3.45178 0.085
C -1.28414 0.02579 4.04445 0.316
C -0.99457 -0.80210 5.12134 -0.785
C -1.91899 -1.72044 5.58212 -0.297
C -3.21127 -1.79748 5.02465 -1.093
C -3.49282 -0.95926 3.97267 0.356
H -5.43368 -1.40769 3.17022 0.212
H -4.82745 0.25292 1.27661 0.487
H -0.49910 0.65408 3.54404 0.324
H -0.00916 -0.69821 5.59171 0.375
H -1.62914 -2.38471 6.39394 0.357
H -3.96549 -2.48940 5.38325 0.340
```

Summary:
spin multiplicity	2
HOMO energy (spin up / spin down)	-1.1 / -5.0	eV
total charge	-1
energy above the lowest of the compared OMol25 structures with the same formula, charge and spin	0.0	kcal/mol
⟨S²⟩	0.76
molar mass	850.3	g/mol



molar mass of number 1 (C31H43Br25N4O)?
2485.3 g/mol